Entry 1:
{
  "formula": "C14H20CoF6N6O5P",
  "method": "ωB97M-V with the def2-TZVPD basis set",
  "symbols": ["Co", "O", "N", "N", "O", "C", "C", "C", "C", "C", "C", "H", "H", "H", "H", "H", "C", "C", "O", "O", "H", "H", "H", "C", "N", "C", "N", "C", "N", "C", "N", "C", "C", "H", "H", "H", "H", "H", "H", "H", "H", "H", "H", "H", "H", "O", "F", "P", "F", "F", "F", "F", "F"],
  "coordinates": [[-0.8491, -0.3895, 0.7991], [-0.8635, -0.3895, 2.5648], [0.2755, -0.3895, 3.0474], [1.2935, -0.3895, 2.1499], [0.9637, -0.3895, 0.7847], [2.6705, -0.3895, 2.5516], [3.0350, -0.3895, 3.9129], [4.3760, -0.3894, 4.3170], [5.3913, -0.3894, 3.3653], [5.0648, -0.3894, 2.0128], [3.7223, -0.3895, 1.6157], [2.2623, -0.3895, 4.6762], [4.6165, -0.3894, 5.3754], [6.4312, -0.3894, 3.6750], [5.8436, -0.3894, 1.2570], [3.4856, -0.3895, 0.5541], [0.1637, 3.4927, 1.2385], [0.1925, 1.9743, 1.2510], [1.2495, 1.4589, 1.7095], [-0.8491, 1.4211, 0.7991], [1.0908, 3.9125, 1.6407], [-0.6714, 3.8525, 1.8469], [0.0374, 3.8525, 0.2130], [0.2085, -1.2593, -1.6052], [0.2153, -1.2641, -3.0614], [-1.0749, -1.7386, -3.5421], [-2.1415, -0.8722, -3.0600], [-2.1318, -0.8701, -1.6038], [-0.8491, -0.3895, -1.1095], [-0.6246, 0.9621, -1.6029], [-0.6237, 0.9728, -3.0591], [0.4323, 0.0936, -3.5413], [-1.9081, 0.4827, -3.5398], [1.1846, -0.9377, -1.2170], [0.0810, -2.2793, -1.2176], [-1.2471, -2.7754, -3.2220], [-1.0833, -1.7848, -4.6397], [-2.3409, -1.8766, -1.2162], [-2.9509, -0.2500, -1.2145], [0.3225, 1.3611, -1.2147], [-1.3912, 1.6460, -1.2136], [1.4162, 0.4623, -3.2205], [0.4764, 0.1113, -4.6389], [-1.9454, 0.5140, -4.6374], [-2.7194, 1.1500, -3.2180], [-0.8491, -2.0629, 0.7991], [-2.6492, -0.3895, 0.7991], [-4.1980, -0.4469, 0.6341], [-4.9941, -0.4127, -0.7054], [-4.2601, -1.1551, 2.0211], [-3.7901, 1.0324, 0.3608], [-4.0178, -1.8545, -0.0102], [-5.4766, 0.0982, 1.3393]],
  "forces_ev_per_a": [[0.6492, -3.0829, -1.9137], [-2.4048, 0.0367, 0.7013], [1.8657, -0.1046, 5.7574], [3.3197, -1.6602, -5.2694], [4.4916, -2.8494, 2.5736], [-0.8216, -0.5050, 0.1152], [-0.2559, -0.0093, 0.5401], [-0.5376, 0.0016, -0.6334], [0.0906, 0.0026, 0.1320], [-0.9621, 0.0013, 0.0433], [0.0336, 0.0111, -0.5938], [0.0162, 0.0095, -0.2489], [-0.0875, 0.0021, -0.1159], [-0.0710, 0.0002, -0.0155], [-0.1211, 0.0010, 0.0577], [-0.0696, 0.0149, 0.2413], [0.1039, 0.3574, -0.1370], [1.9627, 1.7130, 1.3310], [-1.3991, 5.5336, 0.2864], [0.0244, 1.4918, 0.8718], [-0.1592, -0.2561, -0.0755], [-0.0218, -0.1012, -0.1851], [-0.1676, 0.0115, 0.0704], [1.1468, -0.8473, -0.5986], [0.7658, -0.6052, -0.2899], [-0.1463, -0.2236, -0.1979], [-0.7533, -0.2832, -0.3025], [-1.1534, -0.5140, -0.8361], [0.0909, 0.1850, 0.0511], [0.0403, 1.2917, -0.8558], [0.3183, 0.9335, -0.3071], [0.1863, 0.0600, -0.1900], [-0.3219, 0.1189, -0.1820], [-0.4141, 0.1670, -0.2816], [-0.2944, 0.3150, -0.1454], [0.0468, 0.2951, 0.2798], [0.0601, 0.3379, 0.1408], [0.4757, 0.3086, -0.2712], [0.9202, 0.0352, -1.1595], [-0.0444, -0.4099, -0.3378], [0.0091, -0.4721, -0.4122], [-0.2498, -0.0978, 0.2825], [-0.3208, -0.1189, 0.1493], [0.2765, -0.2101, 0.1483], [0.2231, -0.2089, 0.2850], [-0.3584, -1.0654, -0.0562], [1.2540, -2.3489, 1.4656], [-3.2671, -0.2982, 1.1288], [-2.9202, 3.2293, -3.8975], [3.0900, -3.1637, 3.3872], [-1.3519, 5.0700, -0.8990], [1.8914, -5.2765, 0.9740], [-4.6780, 3.1769, -0.6057]],
  "total_charge": -1,
  "fmax_ev_per_a": 6.45,
  "s_squared": 8.790,
  "gap_ev": [6.11, 6.58],
  "lumo_energy_ev": [2.7, 1.1],
  "multiplicity": 6
}

Entry 2:
{
  "formula": "C14H20FNO3S",
  "method": "ωB97M-V with the def2-TZVPD basis set",
  "symbols": ["C", "C", "H", "H", "O", "C", "C", "C", "C", "C", "C", "F", "H", "H", "S", "O", "O", "N", "H", "C", "C", "C", "C", "C", "C", "H", "H", "H", "H", "H", "H", "H", "H", "H", "H", "H", "H", "H", "H", "H"],
  "coordinates": [[-0.8062, 1.5682, -6.1532], [-1.7356, 1.3001, -4.9813], [-2.5442, 2.0397, -4.9603], [-2.1741, 0.2989, -5.0646], [-0.9519, 1.3962, -3.7968], [-1.5070, 1.2454, -2.5808], [-0.6397, 1.4118, -1.4935], [-1.0885, 1.2833, -0.2011], [-2.4069, 0.9838, 0.0847], [-3.2844, 0.8133, -0.9685], [-2.8375, 0.9394, -2.2737], [-3.7603, 0.7522, -3.2512], [-4.3254, 0.5820, -0.8059], [-2.7240, 0.9063, 1.1105], [0.0798, 1.4509, 1.1446], [1.1995, 2.2277, 0.6937], [-0.6271, 1.8577, 2.3232], [0.5625, -0.1400, 1.3026], [1.4830, -0.2536, 0.9069], [0.4252, -0.7689, 2.6055], [0.4774, -2.2922, 2.4642], [1.8818, -2.7814, 2.1167], [2.8951, -2.2930, 3.1477], [2.8755, -0.7699, 3.2412], [1.4779, -0.2764, 3.6050], [1.4501, 0.8146, 3.6245], [1.2111, -0.6422, 4.5985], [3.5874, -0.4341, 3.9976], [3.1865, -0.3372, 2.2870], [3.8953, -2.6377, 2.8771], [2.6482, -2.7163, 4.1241], [2.1623, -2.4185, 1.1257], [1.8856, -3.8729, 2.0808], [-0.2289, -2.6045, 1.6936], [0.1668, -2.7336, 3.4131], [-0.5648, -0.4631, 2.9571], [0.3910, 1.6630, -1.6813], [-0.3697, 2.5588, -6.0626], [-0.0035, 0.8362, -6.1671], [-1.3625, 1.5063, -7.0837]],
  "forces_ev_per_a": [[-0.1485, -0.0544, 0.4409], [-0.1693, -0.0041, -0.5723], [0.0906, -0.1350, 0.0555], [0.0306, 0.1639, 0.0726], [0.1582, 0.0240, 0.0047], [-0.1103, -0.0673, 0.4941], [-0.0981, 0.0550, -0.2819], [0.2933, 0.2011, 0.3637], [-0.1375, 0.0160, 0.0376], [0.2079, 0.0275, -0.0491], [-0.0422, -0.0150, -0.0686], [0.1906, 0.0407, 0.1052], [-0.0970, -0.0149, -0.0026], [-0.1459, -0.0246, 0.1202], [0.0390, -0.3200, -0.4714], [-0.0255, -0.2058, -0.2253], [-0.1864, -0.2898, -0.0369], [-0.0376, 0.6345, -0.1838], [0.1696, 0.1257, -0.2209], [-0.3873, -0.1342, 0.7152], [0.0356, 0.1739, -0.2552], [-0.0962, -0.0965, 0.3253], [0.1299, 0.1102, -0.2920], [-0.1291, -0.1634, 0.2874], [0.0178, 0.1008, -0.1985], [-0.0210, -0.0185, 0.1457], [-0.0148, 0.0165, 0.0770], [0.0406, 0.0786, -0.0928], [0.1122, 0.0540, -0.0359], [0.0116, -0.0529, 0.0783], [0.0238, -0.0544, 0.0721], [0.0671, -0.0517, -0.1275], [0.0155, 0.0222, -0.1309], [-0.0879, -0.0192, 0.0534], [-0.0356, -0.0203, 0.0453], [0.1088, -0.1751, 0.0925], [0.1442, 0.0449, -0.1293], [0.0459, 0.1039, -0.0440], [0.0829, -0.0717, -0.0537], [-0.0457, -0.0044, -0.1138]],
  "total_charge": 0,
  "fmax_ev_per_a": 0.82,
  "gap_ev": 9.70,
  "lumo_energy_ev": 0.8
}

Entry 3:
{
  "formula": "C14H20HoN4S2",
  "method": "ωB97M-V with the def2-TZVPD basis set",
  "symbols": ["Ho", "S", "C", "C", "C", "C", "C", "N", "H", "H", "H", "H", "S", "C", "C", "C", "C", "C", "N", "H", "H", "H", "H", "C", "C", "C", "C", "N", "N", "H", "H", "H", "H", "H", "H", "H", "H", "H", "H", "H", "H"],
  "coordinates": [[-0.8914, 0.0808, -0.7097], [-1.1283, 2.6565, -0.0934], [0.3919, 2.7743, -0.9294], [1.0412, 4.0069, -1.0674], [2.2467, 4.0722, -1.7277], [2.7919, 2.8980, -2.2507], [2.0984, 1.7180, -2.0849], [0.9205, 1.6261, -1.4376], [0.5773, 4.8834, -0.6486], [2.7560, 5.0172, -1.8399], [3.7350, 2.9143, -2.7710], [2.4777, 0.7841, -2.4832], [-0.3879, -2.2159, -1.9561], [-1.9785, -2.0039, -2.6234], [-2.5414, -2.9461, -3.4902], [-3.7924, -2.7245, -4.0175], [-4.4748, -1.5609, -3.6683], [-3.8763, -0.6860, -2.7874], [-2.6538, -0.8804, -2.2591], [-1.9789, -3.8337, -3.7229], [-4.2333, -3.4473, -4.6881], [-5.4532, -1.3537, -4.0702], [-4.3781, 0.2193, -2.4684], [1.9596, -1.7820, 3.2399], [1.1864, -0.4769, 3.0278], [0.1068, -0.3078, 4.0996], [2.1391, 0.7120, 3.0923], [0.5871, -0.4219, 1.6606], [-0.5036, -1.3720, 1.4536], [2.4767, -1.7421, 4.1934], [2.7090, -1.9242, 2.4614], [1.3111, -2.6571, 3.2651], [0.6016, -0.1148, 5.0453], [-0.5009, -1.1993, 4.2424], [-0.5342, 0.5419, 3.8758], [2.6172, 0.7500, 4.0644], [1.5881, 1.6348, 2.9409], [2.9133, 0.6371, 2.3342], [1.3528, -0.6898, 1.0190], [-1.1272, -1.2456, 2.2627], [-0.1512, -2.3410, 1.5166]],
  "forces_ev_per_a": [[0.3418, -0.2995, 0.2005], [-0.6209, -0.1975, 0.1479], [0.3091, -0.3093, -0.1906], [-0.0015, -0.1640, -0.0125], [-0.1380, -0.3478, 0.0061], [-0.1772, -0.0427, 0.1152], [0.0906, -0.3237, -0.1317], [-0.4217, 0.4659, 0.3297], [-0.0733, 0.1053, 0.0556], [0.0564, 0.0620, -0.0160], [0.0612, -0.1126, -0.0785], [0.0426, 0.0479, -0.0167], [0.7131, -0.0027, 0.1394], [-0.4019, 0.3668, 0.0728], [0.0932, 0.1070, 0.1386], [0.0791, 0.1905, 0.1653], [0.0709, 0.0230, 0.0896], [-0.1016, 0.2593, 0.1120], [0.4512, -0.2898, 0.0381], [0.1028, -0.1001, -0.0585], [-0.0469, -0.0133, -0.0529], [-0.0665, 0.0987, 0.0414], [-0.0435, -0.0034, -0.0685], [-0.1751, 0.1419, -0.0802], [0.2085, 0.1619, 0.2566], [0.1521, -0.0002, -0.3205], [-0.2080, -0.0913, -0.0682], [-0.0916, -0.3177, -0.5607], [0.2682, 0.1189, 0.0427], [0.0702, -0.0358, 0.1271], [0.0799, 0.0001, -0.0498], [-0.0811, -0.0639, -0.0170], [0.0110, 0.0220, 0.1569], [-0.0748, -0.1131, -0.0089], [-0.0787, 0.1158, -0.0147], [0.1262, -0.0086, 0.1321], [-0.0442, 0.1620, -0.0460], [0.1639, 0.0023, -0.1433], [-0.4874, -0.0369, 0.3018], [0.2091, -0.0163, -0.5207], [-0.3673, 0.4389, -0.2137]],
  "total_charge": 1,
  "fmax_ev_per_a": 0.73,
  "s_squared": 6.004,
  "gap_ev": [8.11, 8.24],
  "lumo_energy_ev": [-3.0, -2.9],
  "multiplicity": 5
}